1.
Entry from OMol25: an isolated ion of composition C6H14ClNO4P and charge -1 (wB97M-V/def2-TZVPD).

Element x y z (Å)
Cl 0.7088 0.6069 -2.0949
P 2.4365 0.2599 -0.7068
O -1.2807 1.0980 1.6723
O 4.1560 -2.3396 -2.6115
O -1.1442 3.0726 0.6499
O 2.7042 -1.4418 -1.3444
N 3.3646 -1.4568 -2.5181
C -3.0868 1.7909 0.1287
C 0.2045 -1.4594 0.1365
C -1.6494 -0.2658 1.4662
C 1.3114 -0.5191 0.6051
C -1.7653 2.0307 0.8213
C -1.2169 -0.9061 0.1640
H -1.3798 -0.2695 -0.6952
H -3.7755 1.2233 0.7389
H 2.2797 1.5810 -0.1434
H 3.2524 0.7841 -1.7481
H 0.2031 -2.3339 0.7880
H -1.8909 -1.7505 0.0229
H 0.3985 -1.8371 -0.8570
H 0.9549 0.2966 1.2185
H -2.9007 1.2934 -0.8116
H 1.9833 -1.1039 1.2228
H -3.4914 2.7680 -0.0757
H 3.6025 0.0787 0.1344
H -1.2488 -0.8495 2.2841
H -2.7302 -0.3513 1.5528

Forces on atoms 1 to 2 (eV/Å):
Cl -0.724 0.203 -0.626
P 1.110 1.259 1.769

Highest occupied orbital energy = -4.9382 eV
LUMO level = 3.06 eV
Gap between HOMO and LUMO = 0.294 hartree
Total charge = -1
Maximum force = 2.44 eV/Å
Energy = -1394.22623 hartree

2.
Entry from OMol25: C23H31N5O5Rh as an isolated structure (wB97M-V/def2-TZVPD).

Element x y z (Å)
Rh 0.1103 0.1113 0.0780
O -0.6831 -0.1737 -1.7987
O -6.4248 0.0572 -3.9545
O -5.3630 -0.4430 -5.7800
O 2.4020 -2.5723 3.8696
O -2.1623 0.5836 0.4254
N 4.7642 -0.9317 -1.1977
N -5.4370 -0.1854 -4.6066
N 3.0629 -1.3814 5.6807
N 2.4051 -0.2957 -0.5137
N 0.1380 0.2125 2.1906
C -4.1974 0.0925 -2.4677
C 2.7004 0.2113 -1.8806
C -1.7935 -0.4307 -3.8398
C 2.3168 -1.5816 4.5941
C 2.5681 -1.7788 -0.5152
C 3.3899 0.2951 0.4317
C -0.4113 1.1326 4.3067
C -0.5681 1.0838 2.9398
C -2.9669 -0.4380 -4.5425
C 4.8252 0.1026 -0.1072
C -3.0451 0.1086 -1.7450
C 3.2684 -0.1055 6.3818
C 1.0342 -0.5863 2.7929
C 4.0522 -2.1575 -0.6976
C 2.7766 -0.1217 7.8232
C 3.0684 -3.5717 6.8697
C -3.1226 0.4479 -0.3161
C 1.3034 -0.5436 4.1416
C 3.8872 -2.5218 6.1318
C -1.7855 -0.1626 -2.4175
C 4.0366 -0.3720 -2.3888
C -4.1518 -0.1790 -3.8548
C 0.5240 0.3054 4.9212
H -2.9979 -0.6401 -5.6051
H 4.6629 0.3859 -2.8525
H 4.3412 0.0957 6.3746
H 1.9575 -2.1861 -1.3199
H 2.7428 1.2986 -1.8379
H 5.2326 1.0132 -0.5413
H -0.8474 -0.6372 -4.3230
H 2.8042 0.7008 5.8210
H 4.6722 -2.1235 6.7721
H 3.1825 1.3563 0.5532
H 1.7319 -0.4341 7.8933
H 2.6212 -3.1672 7.7779
H 2.2790 -3.9652 6.2301
H 1.5273 -1.3483 2.2033
H 5.7146 -1.1848 -1.4733
H -5.1610 0.2892 -2.0089
H 2.2092 -2.1943 0.4237
H 0.6262 0.3121 5.9985
H -1.2958 1.6965 2.4294
H 1.8919 -0.0675 -2.5522
H 5.5087 -0.2468 0.6629
H 3.8977 -1.1844 -3.0984
H 2.8739 0.8724 8.2598
H 4.5222 -2.4558 0.2371
H 4.1869 -2.9580 -1.4207
H 3.3679 -0.8070 8.4303
H -4.1318 0.6002 0.0861
H 4.3543 -2.9750 5.2602
H 3.2689 -0.1856 1.4007
H -1.0254 1.8055 4.8893
H 3.7192 -4.3989 7.1522

Forces on atoms 1 to 2 (eV/Å):
Rh 0.119 0.289 0.578
O 0.011 -0.203 -0.656

Highest occupied orbital energy (alpha / beta) = -16.0746 / -16.0739 eV
LUMO level (alpha / beta) = -9.06 / -11.92 eV
Gap between HOMO and LUMO (alpha / beta) = 0.258 / 0.153 hartree
Total charge = +3
Relative energy (zero: lowest compared OMol25 entry of this formula, charge and spin) = 34.4 kJ/mol
⟨S²⟩ = 6.038
Maximum force = 0.69 eV/Å
Energy = -1654.40705 hartree
Spin multiplicity = 5

3.
Entry from OMol25: C4H5NO as an isolated structure (wB97M-V/def2-TZVPD).

Element x y z (Å)
O 1.0972 -0.6509 1.7672
N 0.5770 2.1901 -2.1337
C 0.2040 -1.2622 1.0758
C -0.5945 0.6998 -0.3150
C 0.0539 1.5404 -1.3320
C 0.0802 -0.6758 -0.2031
H -0.5719 1.2433 0.6373
H -0.1886 -1.3344 -1.0231
H -0.2750 -2.1561 1.4888
H 1.2697 -0.1906 0.6364
H -1.6520 0.5965 -0.5986

Forces on atoms 1 to 2 (eV/Å):
O -0.120 0.198 -0.361
N -0.550 -0.649 0.796

Highest occupied orbital energy = -9.2853 eV
LUMO level = -0.20 eV
Gap between HOMO and LUMO = 0.334 hartree
Relative energy (zero: lowest compared OMol25 entry of this formula, charge and spin) = 364.4 kJ/mol
Maximum force = 1.16 eV/Å
Energy = -285.27579 hartree

4.
Entry from OMol25: C31H52BrN5NiP2 as an isolated structure (wB97M-V/def2-TZVPD).

Element x y z (Å)
Br -1.2273 -1.3323 -1.3606
Ni 0.0510 0.1625 -0.0634
P -3.3118 -4.4692 -0.7678
P -1.2232 1.1166 1.4651
N 2.0498 -0.4526 0.2649
N 3.7142 -1.2473 1.8968
N 3.6046 -2.2783 -0.3214
N -0.3722 9.3756 -5.9474
N 4.4642 0.0127 -0.0715
C 3.0863 0.5100 -0.2400
C -0.0974 6.9562 -4.5433
C 2.3514 -0.7285 1.7066
C -0.8455 0.4209 3.1200
C -0.5973 1.4523 -1.3484
C -1.1743 2.9368 1.6799
C -2.9909 0.6555 1.2252
C -2.2673 -4.1255 0.6869
C -1.7728 1.6113 -2.0736
C 4.6794 -0.2547 1.3713
C 2.2381 -1.7393 -0.4773
C -1.0878 5.0207 -3.3969
C -1.2063 1.2928 4.3236
C 4.5686 -1.2682 -0.8132
C 0.2142 3.6236 -1.9200
C 0.7475 8.6579 -6.0529
C 0.1822 3.5158 2.0989
C -3.9749 1.7300 0.7787
C -5.8142 -3.5254 -0.1744
C 0.0055 5.6721 -3.8758
C -2.0017 2.8462 -2.6783
C -0.9874 3.8257 -2.6263
C -1.7071 -5.4398 1.2485
C -4.4889 -3.0696 -0.7991
C 0.4383 2.3931 -1.3237
C -2.2326 -4.3326 -2.2398
C 0.9542 7.4698 -5.3396
C -1.3499 8.9452 -5.1540
C 3.8867 -2.4975 1.1158
C -2.7786 -5.1015 -3.4435
C -1.2778 7.7369 -4.4458
H -1.4830 -3.4060 0.3977
H -1.4911 3.3677 0.7200
H 0.9858 4.3980 -1.9100
H -4.9592 1.2685 0.6281
H -2.4821 0.7887 -2.1870
H -4.0569 -2.2139 -0.2651
H -2.1285 7.4208 -3.8387
H 0.2242 0.1664 3.1180
H 1.5160 9.0366 -6.7270
H -1.2317 0.6694 5.2255
H 1.0290 2.8852 1.7980
H -5.7297 -3.6235 0.9131
H -2.9085 -3.6351 1.4381
H 5.6933 -0.6485 1.5087
H 1.3950 2.1777 -0.8420
H -4.0949 2.5218 1.5295
H -2.9112 3.0311 -3.2605
H -0.9072 -5.8390 0.6143
H -4.6321 -2.7628 -1.8426
H 2.9163 0.6762 -1.3101
H -6.1152 -4.5002 -0.5740
H -0.4639 2.0804 4.4978
H 4.5592 0.6838 1.9296
H 2.2556 0.2082 2.2763
H -6.6189 -2.8158 -0.3862
H -2.5027 -6.1924 1.3169
H 4.3673 -1.0726 -1.8744
H -2.1931 1.7631 4.2291
H 1.0007 5.2094 -3.8581
H -2.9784 -6.1449 -3.1784
H 4.9373 -2.8126 1.2130
H 2.0432 -1.5682 -1.5452
H -3.3183 0.2083 2.1771
H -2.2426 9.5708 -5.0740
H -3.7030 -4.6515 -3.8192
H -1.2430 -4.7209 -1.9563
H -1.3034 -5.2894 2.2557
H -3.6822 2.1900 -0.1781
H 0.3294 4.4950 1.6303
H -2.0977 -3.2669 -2.4905
H 1.6380 -1.4850 2.0577
H 3.0038 1.4500 0.3211
H -2.9530 -0.1535 0.4807
H -1.4011 -0.5275 3.1580
H 3.2040 -3.2621 1.5076
H -2.1036 5.3352 -3.6728
H 1.5249 -2.4661 -0.0682
H 5.5801 -1.6612 -0.6869
H -1.9538 3.2084 2.4143
H 0.2451 3.6651 3.1880
H 1.9081 6.9514 -5.4288
H -2.0418 -5.0935 -4.2541

Forces on atoms 1 to 2 (eV/Å):
Br 0.661 -0.053 0.491
Ni 0.144 -0.170 -1.302

Highest occupied orbital energy (alpha / beta) = -12.3174 / -12.3743 eV
LUMO level (alpha / beta) = -7.12 / -8.70 eV
Gap between HOMO and LUMO (alpha / beta) = 0.191 / 0.135 hartree
Total charge = +2
Relative energy (zero: lowest compared OMol25 entry of this formula, charge and spin) = 0.0 kJ/mol
⟨S²⟩ = 2.151
Maximum force = 3.13 eV/Å
Energy = -6250.61520 hartree
Spin multiplicity = 3

5.
Entry from OMol25: a 9-piece molecular cluster, C35H74F9I2NO11 overall (wB97M-V/def2-TZVPD).

Element x y z (Å)
I -2.5930 -6.0304 1.8266
I 2.9961 -0.6884 -0.6574
F -2.1138 5.4621 0.2183
F 0.3596 7.4095 -1.4566
F -0.0501 3.2485 -3.5426
F 1.2797 5.3688 -3.2498
F -1.0287 3.1458 -1.3696
F 0.0426 4.7748 0.9772
F -0.6223 7.1480 1.0092
F -1.4474 6.0370 -2.1982
F 2.1482 4.9200 -1.0739
O -4.7246 1.7564 -5.6490
O -0.9912 -0.9599 4.8909
O -3.9853 3.3214 -4.6363
O 0.7597 0.2005 2.1885
O 0.7334 -2.9489 -2.4744
O 3.7192 -7.9357 -1.2289
O 5.0192 6.1600 -3.3757
O -5.0898 -8.6442 0.0446
O 2.0366 7.4839 2.7307
O -2.8345 -1.0597 -0.2376
O 2.8625 -0.1134 7.2545
N -1.1428 0.4428 0.8367
C 1.9239 -5.6031 -1.7543
C -0.8857 -1.4963 6.2013
C -0.4768 -2.1816 -2.0639
C 1.3796 2.1930 -1.7481
C -5.6840 -0.1672 -6.7255
C 0.3833 0.6554 0.8417
C 0.1915 -2.6432 0.6303
C 0.2598 3.3927 -2.0709
C 3.0637 7.7560 1.7887
C 0.3937 -4.0161 -3.4278
C 0.8665 4.9072 -1.8717
C 0.6352 0.7359 -1.8400
C -2.1475 -3.9608 1.1191
C -6.7594 -6.9168 0.1350
C 2.0126 0.7146 4.2976
C -0.2121 6.0177 -1.3322
C -0.1708 -1.5467 -0.5750
C 0.7332 -5.5451 -2.8795
C 4.3922 -8.0732 0.0138
C -4.8433 3.6516 -3.5542
C 4.7946 7.5604 -3.4454
C 5.5657 -7.1176 0.0753
C -5.9521 1.1275 -5.9865
C -0.6561 5.8523 0.2375
C -4.1964 4.7103 -2.6854
C 4.4701 8.1014 -2.0684
C -1.9849 -2.5118 6.4348
C -1.5471 -0.7796 -0.0137
C 3.7165 -1.2477 7.2658
C 2.0544 0.7446 2.6260
C 3.2503 -2.2359 8.3148
C 0.8238 -0.2049 -0.4819
C -0.6069 -4.0675 0.4820
C -6.0601 -7.9493 -0.7247
C 2.9872 9.2015 1.3429
H -1.8640 -0.5373 4.8165
H 1.8517 1.7740 4.7696
H 2.1774 2.2537 -2.6178
H -1.9222 -3.3222 5.7013
H -7.2535 -7.3933 0.9879
H -0.0819 -2.2227 1.7124
H 0.0972 -1.9666 6.2997
H -3.9823 5.6104 -3.2709
H 3.5769 7.6157 -1.6619
H -1.6225 1.2770 0.3832
H -5.0487 2.7436 -2.9790
H 1.0877 -6.2486 -3.7764
H 6.0927 -7.2080 1.0293
H 0.5708 1.8090 0.8933
H -0.4924 0.7679 -2.1507
H -4.8472 4.9794 -1.8488
H 3.7754 9.4287 0.6196
H -5.5545 -9.0760 0.7819
H -5.1145 0.0204 -7.6416
H 4.2066 5.7495 -3.0334
H -6.0366 -6.2031 0.5437
H 2.0160 9.4147 0.8847
H 2.9059 -0.0424 2.3420
H -0.9495 -0.6760 6.9228
H -6.5021 0.9333 -5.0610
H 2.2221 -2.5538 8.1140
H 1.7176 -4.8283 -0.9000
H -0.0433 -4.8403 1.1962
H 5.2264 -6.0835 -0.0449
H 5.6999 8.0322 -3.8386
H 1.9217 2.3907 -0.7266
H -2.0709 -3.2865 2.0757
H 3.2532 -1.7761 9.3085
H 2.9812 -5.3812 -2.2609
H -2.9426 -3.6082 0.3324
H 3.9748 7.7502 -4.1449
H -0.7362 -4.0408 -3.7584
H -3.2403 4.3541 -2.2880
H 2.2840 1.8286 2.2410
H -1.9150 -2.9382 7.4394
H 2.9938 0.1660 4.6669
H -7.5078 -6.3690 -0.4446
H -5.0829 -0.8443 -6.1098
H -0.2338 -6.0377 -2.4344
H 2.8985 0.2895 8.1390
H -2.9705 -2.0501 6.3156
H -5.7873 4.0195 -3.9669
H 1.1850 7.6593 2.2947
H 4.7246 -9.1104 0.1203
H 4.0270 7.5528 2.2657
H 1.3419 -2.9017 0.6791
H 3.6789 -7.8557 0.8143
H -0.8337 -1.4021 -2.8635
H -6.7745 -8.6743 -1.1266
H 1.0985 0.0486 4.6800
H 6.2712 -7.3178 -0.7376
H 5.2892 7.8962 -1.3715
H 3.6913 -1.7041 6.2719
H -3.1530 2.9879 -4.2593
H -1.3671 -2.9710 -1.9671
H 4.3588 -8.1391 -1.9328
H 2.0463 -6.6920 -1.2807
H 3.0893 9.8745 2.2005
H -0.5835 -4.5450 -0.5860
H 2.9495 7.0765 0.9385
H -4.2476 1.9322 -6.4781
H -5.5494 -7.4669 -1.5633
H -6.6205 -0.6669 -6.9891
H 4.7395 -0.9152 7.4670
H 1.1933 0.1332 -2.7062
H 4.2985 9.1809 -2.1040
H 3.8958 -3.1185 8.3334
H 1.0157 -3.9077 -4.4409
H -6.5418 1.8150 -6.6006

Forces on atoms 1 to 2 (eV/Å):
I -0.143 1.172 -0.438
I -0.959 0.016 0.489

Structure (SMILES) = CCCOC[C@]1(CCCI)C(=O)N[C@@H](OCC)[C@]1(I)CCC(F)(F)C(F)(F)C(F)(F)C(F)(F)F.CCO.CCO.CCO.CCO.CCO.CCO.CCO.CCO
Highest occupied orbital energy = -8.3567 eV
LUMO level = -0.73 eV
Gap between HOMO and LUMO = 0.280 hartree
Maximum force = 8.14 eV/Å
Energy = -3753.96210 hartree